(1)
46
Properties=species:S:1:pos:R:3 method="wB97M-V/def2-TZVPD" e_homo_ha=-0.394 orbital_gap_ev=8.24 total_charge=+1 smiles=c1ccc(COc2ccc(OCC[NH+]3CCCC3)cc2)cc1 de_lowest_kcal_mol=17.1
C -8.21 0.82 -0.03
C -7.36 0.86 -1.13
C -6.08 0.35 -1.03
C -5.63 -0.20 0.16
C -6.48 -0.24 1.26
C -7.77 0.26 1.16
H -8.43 0.22 2.01
H -6.14 -0.67 2.19
C -4.24 -0.76 0.25
H -4.00 -1.03 1.29
H -4.15 -1.66 -0.38
O -3.33 0.23 -0.22
C -2.02 -0.04 -0.27
C -1.42 -1.23 0.12
C -0.05 -1.40 0.03
C 0.74 -0.38 -0.46
C 0.16 0.82 -0.85
C -1.20 0.99 -0.76
H -1.67 1.92 -1.06
H 0.79 1.61 -1.23
O 2.13 -0.44 -0.59
C 2.79 -1.64 -0.26
C 4.26 -1.41 -0.62
N 4.64 -0.05 -0.17
H 3.81 0.52 -0.38
C 4.93 0.09 1.27
H 4.04 -0.05 1.87
H 5.68 -0.66 1.55
C 5.51 1.50 1.38
H 6.21 1.58 2.21
H 4.72 2.22 1.55
C 6.20 1.74 0.02
H 7.28 1.83 0.13
H 5.84 2.66 -0.43
C 5.83 0.53 -0.83
H 5.62 0.78 -1.87
H 6.63 -0.22 -0.81
H 4.37 -1.44 -1.71
H 4.91 -2.16 -0.17
H 2.68 -1.86 0.82
H 2.40 -2.49 -0.83
H 0.37 -2.34 0.34
H -2.01 -2.05 0.50
H -5.41 0.39 -1.88
H -7.70 1.29 -2.06
H -9.21 1.21 -0.11

---

(2)
48
Properties=species:S:1:pos:R:3 method="wB97M-V/def2-TZVPD" e_homo_ha="0.084 / 0.106" orbital_gap_ev="2.37 / 1.81" total_charge=-2
Y 0.14 0.80 0.22
C 0.26 3.40 0.14
C 1.34 2.97 -0.69
C 0.79 2.32 -1.83
H 2.40 3.17 -0.51
C -0.64 2.35 -1.72
C -0.96 3.04 -0.50
H -1.97 3.29 -0.16
H 0.36 3.96 1.08
H 1.35 1.90 -2.67
H -1.36 2.00 -2.46
C -0.50 0.50 2.74
C -1.43 1.42 2.19
C -2.24 0.72 1.24
H -1.54 2.47 2.48
C -1.80 -0.64 1.21
C -0.72 -0.78 2.14
H -0.19 -1.70 2.36
H 0.21 0.71 3.55
H -3.08 1.12 0.67
H -2.27 -1.44 0.65
O -0.33 -0.68 -1.23
C -2.16 -2.31 -2.23
C -0.75 -2.58 -2.54
C -2.90 -1.26 -2.94
C -2.90 -3.28 -1.42
C 0.09 -2.00 -1.38
H -0.47 -2.07 -3.47
H -0.56 -3.65 -2.61
H -0.10 -2.56 -0.45
H 1.17 -2.05 -1.59
H -3.20 -1.57 -3.97
H -2.29 -0.35 -3.03
H -3.83 -1.02 -2.41
H -3.22 -4.18 -1.99
H -3.82 -2.83 -1.01
H -2.29 -3.65 -0.57
O 2.51 -1.51 0.60
C 2.91 -0.52 1.22
C 4.19 -0.39 2.05
C 4.12 1.00 2.65
C 2.80 1.59 2.15
O 2.32 2.67 2.46
N 2.21 0.67 1.29
H 4.21 -1.17 2.82
H 5.06 -0.51 1.40
H 4.11 0.99 3.75
H 4.94 1.64 2.31

---

(3)
56
Properties=species:S:1:pos:R:3 method="wB97M-V/def2-TZVPD" e_homo_ha="-0.418 / -0.418" orbital_gap_ev="5.14 / 5.14" total_charge=+1 de_lowest_kcal_mol=64.2
Au -0.07 -0.13 -0.07
O -0.07 1.98 3.84
C -0.02 1.42 2.80
O 0.06 0.31 2.30
C -0.06 2.78 1.34
O -0.03 3.85 1.83
O -0.12 2.22 0.26
C 4.29 -3.64 -1.46
C 3.98 -2.36 -2.23
N 2.83 -1.65 -1.65
C 1.53 -2.08 -2.16
C 1.05 -1.20 -3.31
C 2.97 -0.72 -0.71
C 4.36 -0.31 -0.32
N 1.97 -0.14 -0.09
H 5.10 -4.17 -1.95
H 3.42 -4.30 -1.44
H 4.58 -3.43 -0.44
H 3.73 -2.60 -3.26
H 4.85 -1.71 -2.25
H 0.81 -2.06 -1.34
H 1.62 -3.12 -2.49
H 0.98 -0.16 -2.98
H 0.08 -1.54 -3.65
H 1.75 -1.25 -4.14
H 4.87 0.14 -1.17
H 4.94 -1.17 0.01
H 4.33 0.41 0.49
H 2.27 0.53 0.59
C -2.55 0.29 -2.50
C -2.95 0.01 -1.09
N -2.13 -0.20 -0.07
C -2.90 -0.35 1.06
C -4.21 -0.24 0.71
N -4.22 -0.03 -0.65
C -5.43 0.01 -1.46
N -6.21 -1.18 -1.27
N -7.50 -1.08 -0.86
N -8.02 -2.24 -0.81
C -7.08 -3.17 -1.18
C -7.15 -4.56 -1.28
C -6.01 -5.22 -1.68
C -4.82 -4.53 -1.97
C -4.73 -3.16 -1.87
C -5.89 -2.49 -1.48
H -1.49 0.51 -2.54
H -3.09 1.17 -2.87
H -2.76 -0.55 -3.16
H -2.46 -0.53 2.03
H -5.11 -0.27 1.29
H -5.15 0.12 -2.51
H -6.06 0.84 -1.16
H -8.07 -5.09 -1.06
H -6.02 -6.30 -1.79
H -3.94 -5.10 -2.26
H -3.81 -2.64 -2.08

---

(4)
53
Properties=species:S:1:pos:R:3 method="wB97M-V/def2-TZVPD" spin_multiplicity=7 e_homo_ha="-0.602 / -0.602" orbital_gap_ev="4.79 / 6.33" total_charge=+3 de_lowest_kcal_mol=7.1
Eu 0.17 0.67 0.51
C 2.61 -1.59 -0.32
O 1.98 -0.91 0.80
C 1.96 -1.77 1.97
C 1.28 -1.04 3.10
O 0.03 -0.55 2.57
C -0.97 -0.16 3.53
C -2.29 -0.16 2.79
O -2.10 0.53 1.53
C -3.37 0.70 0.84
H 3.61 -1.90 -0.04
H 2.66 -0.89 -1.15
H 2.02 -2.47 -0.61
H 2.99 -2.02 2.25
H 1.42 -2.69 1.73
H 1.89 -0.20 3.46
H 1.10 -1.72 3.93
H -0.73 0.82 3.94
H -1.01 -0.88 4.35
H -3.05 0.34 3.38
H -2.61 -1.18 2.58
H -4.01 1.37 1.40
H -3.86 -0.27 0.72
H -3.16 1.12 -0.14
Br -4.02 -4.96 -1.93
C -2.89 -3.46 -1.89
C -2.67 -2.72 -3.04
C -1.84 -1.61 -3.01
C -1.23 -1.23 -1.81
C -1.47 -1.99 -0.65
C -2.29 -3.10 -0.69
N -0.33 -0.15 -1.67
C 0.24 0.41 -2.68
C 1.27 1.42 -2.51
C 1.93 1.91 -3.62
C 2.98 2.80 -3.46
C 3.33 3.18 -2.17
C 2.61 2.66 -1.10
N 1.59 1.80 -1.24
H -3.15 -3.01 -3.97
H -1.70 -1.04 -3.92
H -0.97 -1.71 0.28
H -2.46 -3.70 0.19
H 0.04 0.09 -3.70
H 1.63 1.58 -4.61
H 3.52 3.19 -4.31
H 4.14 3.86 -1.99
H 2.87 2.95 -0.09
Cl 1.53 2.26 2.32
C 0.47 3.68 2.18
Cl -0.75 3.30 0.95
H 1.05 4.54 1.87
H -0.02 3.86 3.14

---

no.,largest force on an atom (Eh/bohr)
1,0.01720
2,0.03735
3,0.14743
4,0.02001